Computed, not measured: a cluster of 11 separate species, C41H110N6O12 in total, with the ωB97M-V functional and the def2-TZVPD basis.

The SMILES is COC[C@H](C)N.COC[C@H](C)N.COC[C@H](C)N.COC[C@H](C)N.COC[C@H](C)N.COCCNCCOC.CC(C)O.CC(C)O.CC(C)O.CC(C)O.CC(C)O. The calculation puts the HOMO-LUMO gap at 9.222 eV. Its total energy is -77805.2865 eV. Its relative energy (zero: lowest compared OMol25 entry of this formula, charge and spin) is 58.4 kJ/mol. The LUMO energy comes out at 0.414 eV.

```
169
Properties=species:S:1:pos:R:3:forces:R:3:mulliken_charge:R:1
C 1.425620 3.419099 3.122743 -0.030 0.252 0.166 -0.58
O 0.594213 4.141956 4.006976 -0.038 0.322 0.302 -0.24
C 1.125918 4.317006 5.311069 0.638 -0.140 -0.821 -0.66
C 0.300774 5.306917 6.074461 0.489 0.738 0.571 -0.79
N -0.932381 4.788801 6.639931 -0.622 0.596 -0.342 -0.34
C -1.799120 5.913230 7.039695 -0.101 -1.481 1.709 -0.58
C -2.956675 5.351300 7.881448 0.391 -0.097 -0.649 -0.68
O -3.641618 4.366592 7.125796 -0.553 0.663 -0.187 -0.21
C -4.767025 3.847512 7.798776 0.326 -1.585 -0.681 -0.96
H 2.262742 3.980859 2.682241 -0.251 0.468 0.216 0.35
H 0.733431 3.168024 2.318187 0.512 -0.671 -0.023 -0.02
H 1.921364 2.603416 3.664161 -0.472 -0.470 -0.387 0.34
H 2.163882 4.668589 5.223415 -0.095 0.316 0.008 0.50
H 1.230824 3.346328 5.815379 -0.426 0.009 0.143 0.35
H 0.123575 6.240521 5.518716 0.029 -0.335 -0.638 0.34
H 0.956901 5.688731 6.869816 -0.254 -0.354 0.352 0.45
H -1.484940 4.346474 5.910394 0.419 -0.435 -0.056 -0.05
H -2.167106 6.504701 6.198972 0.134 0.261 0.039 0.36
H -1.245370 6.470083 7.800243 0.116 0.639 -0.512 0.41
H -3.604297 6.185966 8.172857 -0.214 -0.161 0.068 0.40
H -2.558413 4.840095 8.764606 0.100 0.303 0.138 0.35
H -4.411134 3.325098 8.694123 -0.450 0.691 0.568 0.41
H -5.137877 2.999562 7.210259 0.067 0.222 -0.321 0.26
H -5.619109 4.523449 7.871044 0.301 0.343 0.569 0.30
C 5.003960 1.463881 -1.664648 0.178 0.759 -0.508 -1.43
C 5.127201 0.277954 -0.738980 -0.702 -2.026 -0.354 0.91
C 6.569962 -0.267207 -0.621048 -0.452 0.315 0.031 -0.79
O 7.347450 0.795253 -0.124364 0.038 0.953 0.371 -0.36
C 8.562255 0.450600 0.465201 0.668 -1.370 0.437 -0.70
N 4.483273 0.555082 0.545479 1.232 1.799 0.077 -0.21
H 3.970321 1.667775 -1.945977 -0.075 -0.076 0.270 0.25
H 5.536741 1.351375 -2.613166 0.061 -0.448 0.089 0.28
H 5.425102 2.383954 -1.251107 -0.099 -0.117 0.329 0.36
H 4.505349 -0.532839 -1.138848 0.369 -0.084 -0.430 -0.07
H 6.983063 -0.602873 -1.580478 -0.142 0.044 -0.146 0.45
H 6.572956 -1.137794 0.045365 0.052 0.084 0.193 0.33
H 8.450320 -0.015157 1.455975 -0.383 -0.115 -0.082 0.17
H 9.255750 1.267045 0.662289 -0.469 0.509 -0.566 0.27
H 9.077678 -0.294299 -0.154887 0.165 0.112 -0.029 0.31
H 4.430531 -0.190213 1.226957 0.199 -0.394 -0.463 -0.32
H 5.182407 1.207628 0.914348 -0.700 0.161 0.747 0.40
C -2.243049 2.469886 2.642170 0.355 -0.088 0.337 -1.31
C -3.171399 2.707945 3.835939 -1.037 0.189 -0.169 0.71
C -2.722159 1.926489 5.072459 0.961 1.094 -0.318 -0.06
O -2.806726 0.561485 4.796024 -0.087 -0.498 0.194 -0.36
C -2.387094 -0.269480 5.886668 -0.800 1.264 -0.657 -0.71
N -3.305574 4.167176 4.062393 0.891 -0.587 0.093 -0.82
H -2.376784 3.166186 1.814707 -0.434 0.069 0.108 0.38
H -2.306085 1.454801 2.252765 -0.104 -0.046 0.089 0.28
H -1.215895 2.627496 2.988153 -0.020 -0.085 0.028 0.04
H -4.187693 2.356878 3.631942 0.055 -0.159 -0.312 0.36
H -3.230228 2.280680 5.975972 -0.592 -0.450 -0.059 0.20
H -1.680738 2.242236 5.277551 0.200 -0.358 -0.090 0.10
H -2.254883 -1.258965 5.456525 0.375 -0.026 0.306 0.19
H -3.194975 -0.282476 6.628849 0.203 -0.176 0.140 0.27
H -1.508378 0.224340 6.314595 0.238 -0.707 0.162 0.34
H -2.345081 4.507281 4.009418 -0.169 0.431 0.009 0.29
H -3.627041 4.346006 5.013409 0.004 -0.022 -0.154 0.35
C -1.936822 0.542556 -7.475082 -0.465 -1.848 -1.031 -1.67
C -1.541516 1.032990 -6.106144 -0.413 1.853 -0.739 1.48
C -0.161885 0.530964 -5.705030 -1.227 0.041 0.267 -0.92
O 0.078279 0.901193 -4.348362 0.350 -0.006 -0.435 -0.22
C 1.256756 0.274962 -3.898506 0.456 -0.919 -0.143 -0.53
N -1.459128 2.516168 -6.227347 0.268 0.143 0.478 -0.87
H -2.958930 0.730371 -7.816950 -0.101 0.500 0.629 0.43
H -1.909879 -0.557181 -7.501367 0.141 0.042 0.114 0.30
H -1.340651 0.850294 -8.336819 0.498 0.364 0.492 0.37
H -2.358176 0.859560 -5.399129 0.381 -0.926 0.261 -0.13
H 0.518173 0.996990 -6.422437 0.417 0.096 0.295 0.32
H -0.076214 -0.554593 -5.798358 -0.137 -0.159 -0.035 0.33
H 2.033907 0.231113 -4.669843 0.157 0.648 0.154 0.63
H 1.104927 -0.799467 -3.695062 -0.396 0.091 0.174 -0.05
H 1.608905 0.737354 -2.976756 0.045 0.209 -0.176 0.04
H -1.285195 2.915343 -5.305970 0.175 -0.078 -0.133 0.15
H -2.370955 2.886419 -6.476227 -0.002 -0.112 -0.173 0.32
C -3.482923 -2.444361 -1.565323 1.058 -0.502 -0.538 -0.51
C -4.851523 -2.356483 -2.224732 -0.400 -0.266 0.456 0.75
C -5.044812 -1.043393 -2.979005 -0.105 0.649 0.653 -0.14
O -6.098488 -0.286059 -2.372485 -0.010 0.027 -0.515 -0.42
C -6.414964 0.820146 -3.221292 0.216 -0.908 0.392 -0.54
N -5.097538 -3.500794 -3.114153 -0.258 -1.040 0.093 -0.79
H -2.666600 -2.457092 -2.295949 -0.264 0.381 -0.321 -0.18
H -3.274866 -3.388554 -1.051019 -0.625 0.019 0.341 0.09
H -3.253833 -1.613130 -0.900194 -0.319 0.046 0.078 0.27
H -5.597111 -2.417814 -1.424353 -0.013 0.596 0.080 0.18
H -5.265119 -1.173767 -4.042664 -0.016 -0.387 -0.024 0.42
H -4.141905 -0.424351 -2.907618 0.170 -0.115 -0.121 -0.28
H -6.899058 0.438810 -4.125418 -0.101 0.167 -0.104 0.32
H -5.485189 1.316302 -3.509796 -0.118 0.384 0.032 0.11
H -7.091202 1.466249 -2.670902 0.070 0.167 -0.056 0.26
H -5.081114 -4.346016 -2.537480 0.690 0.102 -0.046 0.26
H -6.087778 -3.554240 -3.357168 0.099 0.722 -0.329 0.27
C -2.798876 -6.384004 0.700720 -0.416 0.594 1.034 -1.15
C -1.568508 -6.307175 1.643134 -0.889 -0.678 -0.222 0.26
C -1.098234 -4.868559 1.820859 0.751 -0.500 -0.961 -0.31
O -2.128208 -3.987778 2.162991 0.143 -0.171 0.387 -0.46
C -1.727630 -2.622586 2.110424 -1.493 -0.597 -0.240 -0.14
N -1.811985 -7.015909 2.887203 0.518 0.257 0.636 -0.64
H -3.177195 -7.405025 0.642875 0.438 -0.138 -0.502 0.39
H -2.654618 -5.893062 -0.261582 0.128 -0.334 -0.159 0.18
H -3.631136 -5.867348 1.191916 0.146 0.242 -0.038 0.26
H -0.774707 -6.897806 1.176959 0.282 0.480 -0.204 0.21
H -0.683601 -4.634387 0.826750 -0.112 0.427 -0.044 0.09
H -0.238342 -4.782062 2.496109 -0.158 -0.176 0.329 0.40
H -2.648089 -2.103187 2.376743 0.223 0.365 0.201 0.27
H -1.533715 -2.369084 1.067777 0.574 0.171 0.089 -0.18
H -0.935221 -2.381354 2.819349 0.244 0.004 -0.174 0.35
H -2.198821 -7.934471 2.741357 -0.175 0.037 0.053 0.23
H -2.323900 -6.502179 3.588255 -0.265 0.025 -0.185 0.23
C 3.459511 -1.897829 2.995243 1.113 -0.685 -0.243 -1.10
C 4.747833 -1.653900 3.814792 -0.294 0.604 1.165 0.51
C 6.082283 -1.563512 3.076543 -0.571 0.095 -0.256 -1.21
O 4.588707 -0.430640 4.528499 0.587 0.908 0.115 -0.59
H 3.771469 -1.997119 1.951060 -0.520 -0.256 -0.070 0.24
H 2.731754 -1.096423 3.078332 0.186 0.214 0.099 0.16
H 3.000403 -2.820647 3.351872 -0.130 -0.031 -0.355 0.50
H 4.886971 -2.440312 4.571107 -0.219 -0.144 -0.289 0.35
H 6.116628 -2.439850 2.425491 0.496 0.064 -0.029 0.31
H 6.918230 -1.516687 3.772704 -0.086 -0.444 0.137 0.48
H 6.204162 -0.652043 2.486268 -0.442 -0.069 -0.162 0.15
H 4.027889 -0.506827 5.302311 -0.125 -0.346 -0.053 0.32
C 0.461222 -1.541054 -0.639636 0.123 -0.180 1.870 -0.37
C -0.240630 -0.229558 -0.265564 1.016 0.396 -1.564 1.16
C 0.789374 0.850473 0.112777 -0.408 -0.224 0.293 -0.68
O -1.037844 0.126300 -1.393297 -0.732 0.596 0.083 0.16
H 0.924094 -1.943263 0.272128 -0.071 -0.165 -0.028 0.47
H 1.314281 -1.392286 -1.302201 -0.303 0.225 -0.379 -0.20
H -0.233511 -2.294508 -1.004493 0.010 0.106 -0.254 -0.28
H -0.967019 -0.227593 0.547468 0.113 -0.808 0.073 0.12
H 1.513577 0.440425 0.819179 -0.031 0.056 0.078 0.45
H 0.248442 1.662675 0.599855 0.221 0.159 -0.051 -0.41
H 1.371420 1.250453 -0.718553 -0.153 -0.113 -0.176 -0.04
H -0.518761 0.314521 -2.182336 0.239 -0.038 0.080 -0.37
C -0.432608 -4.397239 -6.142689 0.363 0.419 -0.789 -1.45
C 0.158783 -4.401158 -4.740712 -0.819 -0.469 0.453 1.02
C -0.815000 -3.830603 -3.711716 0.341 -0.488 0.004 -0.75
O 0.473950 -5.745706 -4.370548 -0.011 -0.156 -0.078 -0.57
H 0.422171 -4.482894 -6.823076 -0.293 -0.296 -0.292 0.45
H -0.964863 -3.498900 -6.468818 0.260 0.313 0.495 0.25
H -1.165831 -5.181326 -6.336268 0.267 -0.333 0.357 0.38
H 1.111140 -3.856166 -4.734148 -0.249 0.368 0.012 -0.34
H -0.502752 -4.004645 -2.679129 0.616 0.500 -0.102 0.21
H -1.781265 -4.340384 -3.686489 -0.110 0.157 -0.777 0.40
H -0.905942 -2.777748 -3.980265 -0.353 0.099 0.531 0.02
H 0.823932 -6.177279 -5.158608 0.015 -0.084 0.162 0.35
C 4.322423 -2.059900 -3.553148 -0.336 -1.120 -0.235 -0.75
C 5.346832 -1.356079 -4.436165 -1.011 0.585 0.890 1.09
C 5.907047 -2.322556 -5.441934 1.544 -0.046 -0.954 -1.56
O 4.703925 -0.255483 -5.088596 -0.441 -0.084 -0.014 -0.50
H 3.735680 -2.734076 -4.185878 -0.123 0.061 0.000 0.29
H 3.598371 -1.516524 -2.947044 0.329 0.688 -0.259 -0.26
H 4.847357 -2.722543 -2.860038 0.124 0.029 -0.028 0.47
H 6.087064 -0.919576 -3.760165 0.434 -0.255 -0.192 -0.15
H 6.140225 -3.337638 -5.117269 -0.308 0.095 0.509 0.35
H 6.875539 -1.947528 -5.798153 -0.056 0.064 -0.039 0.44
H 5.307879 -2.410946 -6.349017 -0.428 0.128 0.276 0.33
H 5.341447 0.307312 -5.536476 0.176 -0.151 0.024 0.29
C -1.385158 3.721386 -1.178705 -0.896 -0.629 1.091 -1.61
C -1.827382 3.817410 -2.626281 0.266 -0.658 0.092 0.83
C -2.789146 2.683220 -2.914993 -0.006 0.415 -1.319 -1.14
O -2.500633 5.039821 -2.928708 0.316 0.033 0.444 -0.61
H -1.025544 2.728278 -0.897673 0.683 0.059 -0.694 0.10
H -2.282350 3.666546 -0.544363 -0.166 0.750 -0.161 0.48
H -0.727303 4.487122 -0.766404 0.108 0.087 -0.338 0.52
H -0.965736 3.700657 -3.297551 0.094 0.157 0.081 0.11
H -2.277295 1.724999 -2.985729 -0.107 -0.105 0.738 -0.11
H -3.146696 2.823956 -3.943089 -0.293 0.181 0.143 0.40
H -3.643846 2.747771 -2.243546 0.071 -0.430 0.108 0.63
H -2.094403 5.700678 -2.356012 -0.182 0.157 -0.199 0.38
```
Positions in Å, forces in eV/Å.